92
Properties=species:S:1:pos:R:3:lowdin_charge:R:1 method="wB97M-V/def2-TZVPD" charge=-2 e_above_lowest_ev=1.531
Ba -0.13 0.02 -1.19 2.1364
C 0.45 -4.79 -2.52 -0.0841
C -0.90 -4.97 -2.25 -0.0810
C -1.53 -4.19 -1.30 0.0015
C -0.77 -3.19 -0.64 -0.3044
N 0.49 -2.95 -1.00 0.0778
C 1.10 -3.74 -1.89 -0.1083
N -1.34 -2.28 0.29 -0.1005
C -0.62 -1.74 1.48 -0.4522
N -0.54 -0.29 1.58 -0.0319
C 0.72 0.08 1.74 -0.4199
N 1.10 1.34 1.61 0.1327
C 2.41 1.74 1.49 -0.3496
C 2.82 2.86 2.25 -0.0227
C 4.09 3.36 2.13 -0.0995
C 5.01 2.75 1.28 -0.1035
C 4.54 1.66 0.55 -0.1526
N 3.29 1.19 0.63 0.1001
C 1.61 -1.15 1.89 -0.0671
C 2.91 -1.33 2.38 -0.0089
C 3.36 -2.62 2.63 -0.0854
C 2.55 -3.72 2.33 -0.0799
C 1.27 -3.56 1.83 -0.0280
C 0.80 -2.26 1.66 -0.1504
H 0.97 -5.36 -3.26 0.0853
H -1.44 -5.74 -2.79 0.0952
H -2.59 -4.31 -1.11 0.0996
H 2.13 -3.48 -2.09 0.0946
H 2.11 3.31 2.92 0.0972
H 4.41 4.20 2.75 0.0940
H 6.01 3.11 1.14 0.0803
H 5.20 1.13 -0.15 0.1054
H 3.54 -0.49 2.62 0.0990
H 4.35 -2.80 3.04 0.0912
H 2.92 -4.71 2.52 0.0881
H 0.65 -4.43 1.67 0.1157
C 4.02 -1.33 -3.01 -0.0444
C 2.86 -0.35 -2.84 -0.5032
C 3.33 1.09 -3.11 -0.0200
O 2.51 -0.48 -1.45 -0.2102
C 1.68 -0.68 -3.94 -0.6301
O 2.12 -1.05 -5.04 -0.0208
O 0.46 -0.48 -3.64 -0.2472
H 4.90 -0.98 -2.45 0.0781
H 4.25 -1.45 -4.07 0.0741
H 3.72 -2.30 -2.61 0.0599
H 4.11 1.38 -2.37 0.0765
H 2.49 1.78 -2.97 0.0619
H 3.71 1.18 -4.13 0.0898
H 2.93 0.21 -0.90 0.0280
N -7.29 -0.91 2.95 0.0731
C -5.88 -1.15 2.95 -0.3163
C -5.40 -2.45 2.78 -0.0410
C -4.05 -2.68 2.80 -0.0806
C -3.16 -1.64 2.98 -0.3107
C -3.60 -0.35 3.11 -0.0417
C -4.97 -0.11 3.09 -0.0320
S -1.44 -2.03 3.07 0.7675
O -1.32 -3.46 3.28 -0.3191
O -0.79 -1.04 3.89 -0.2912
N -2.74 -2.28 0.28 0.0708
C -3.26 -1.70 -0.80 -0.4326
N -2.43 -1.25 -1.81 -0.0499
C -2.94 -0.86 -2.97 -0.1666
C -4.31 -0.92 -3.23 -0.0954
C -5.07 -1.30 -2.12 -0.2060
N -4.62 -1.62 -0.92 0.1042
H -7.76 -1.58 2.37 0.0708
H -7.50 0.02 2.61 0.0680
H -6.08 -3.27 2.62 0.1054
H -3.63 -3.67 2.66 0.1093
H -2.88 0.44 3.22 0.1118
H -5.34 0.89 3.15 0.0974
H -2.22 -0.53 -3.69 0.0932
H -4.77 -0.63 -4.16 0.0724
H -6.15 -1.32 -2.20 0.0835
O 0.98 2.46 -1.45 -0.1562
C -0.14 2.92 -1.10 -0.7568
O -1.28 2.43 -1.20 -0.1366
C -0.04 4.25 -0.54 -0.1362
C -0.88 4.69 0.45 0.0140
C -0.74 5.98 0.92 -0.0619
C 0.20 6.82 0.33 -0.0198
C 1.00 6.34 -0.69 -0.1442
C 0.94 5.05 -1.10 0.0755
N 1.97 7.24 -1.34 -0.3652
O 2.56 6.85 -2.32 0.0769
O 2.12 8.34 -0.87 0.0453
H -1.62 4.00 0.83 0.1266
H -1.39 6.35 1.70 0.0987
H 0.28 7.84 0.66 0.1030
H 1.58 4.63 -1.86 0.1359